Below is a molecular structure, C2H8O2 at a distorted geometry, with properties calculated with ωB97M-V/def2-TZVPD.

Values from the calculation:
**Energy relative to the best compared isomer or geometry (same formula, charge and spin)**: 271.07 kJ/mol
**LUMO level**: 0.7 eV
**Kohn-Sham gap**: 0.37556 Eh
**HOMO level**: -0.3483 Ha

Each line ends with the Mulliken charge.
Atoms and positions in Å:
C 2.3066 0.1709 0.1634  -0.4671
C -2.0321 -0.5347 0.0408  -0.6490
H 0.2220 -0.1671 -0.4053  0.3994
H 3.3013 -0.4370 -0.0939  0.2237
H 2.5023 1.2067 -0.7263  0.1688
H 2.2182 0.6911 1.2744  0.2122
H -1.7910 1.4773 -0.5852  0.2975
H -1.4709 -1.0864 0.8403  0.2903
H -2.9239 -0.4318 0.7426  0.2923
H -2.2051 -1.0624 -0.8906  0.3126
O 1.1779 -0.6399 -0.2899  -0.5065
O -1.3053 0.8133 -0.0702  -0.5743

=====

Below is 2 unconnected molecules or ions with the total composition CH3O4S at a distorted geometry, with properties calculated with ωB97M-V/def2-TZVPD.

Values from the calculation:
**Energy relative to the best compared isomer or geometry (same formula, charge and spin)**: 135.96 kJ/mol
**LUMO level**: 4.0 eV
**Kohn-Sham gap**: 0.31934 Eh
**HOMO level**: -0.1708 Ha
**Total charge**: -1

Each line ends with the Mulliken charge.
Atoms and positions in Å:
C 1.0043 -1.1378 0.1683  0.0296
O -2.1994 0.5058 0.3896  -0.5368
O -0.2503 2.0067 -0.0850  -0.5235
O 2.1458 -0.7311 -0.0255  -0.5603
O -0.3958 -0.3216 -1.0977  -0.5312
S -1.3747 0.8116 -0.7680  0.4600
H 0.5031 -0.6471 1.0165  0.1675
H 0.4434 -1.9811 -0.1932  0.2074
H 0.1237 1.4946 0.5950  0.2873

=====

Below is C3H3NO in the gas phase at a distorted geometry, with properties calculated with ωB97M-V/def2-TZVPD.

Values from the calculation:
**SMILES**: N#CCC=O
**Energy relative to the best compared isomer or geometry (same formula, charge and spin)**: 54.58 kJ/mol
**LUMO level**: 0.4 eV
**Kohn-Sham gap**: 0.41189 Eh
**HOMO level**: -0.3964 Ha

Each line ends with the Mulliken charge.
Atoms and positions in Å:
N 2.4798 -0.0176 -0.0361  -0.4116
C 1.3702 -0.1200 -0.3343  0.1871
C -0.0038 -0.5057 -0.0448  -0.1872
C -0.9582 0.6644 0.0141  -0.0190
O -2.1240 0.5661 -0.2606  -0.4308
H -0.3629 -1.3072 -0.6871  0.2840
H 0.1096 -0.8933 0.9785  0.2225
H -0.5108 1.6133 0.3703  0.3550

=====

> Which of these has the highest Kohn-Sham gap?

C3H3NO

=====

> Look up the HOMO level of the third one.

-0.3964 Ha

=====

> Which value of Kohn-Sham gap does entry 3 give?

0.41189 Eh

=====

> Which formula does entry 3 have?

C3H3NO